16
Properties=species:S:1:pos:R:3 method="wB97M-V/def2-TZVPD" relative_energy_kj_mol=384.7 gap_ev=9.83 lumo_energy_ev=0.112 total_charge=0 energy_ha=-325.791040
O -1.695 -0.478 -0.719
N 3.253 1.921 1.532
C 0.583 1.333 -0.405
C 0.980 0.931 0.807
C 0.523 -0.214 1.661
C -1.380 -1.476 -1.709
C 2.232 1.484 1.195
H 0.465 0.143 2.695
H -0.427 -0.578 1.288
H 1.253 -1.026 1.576
H -0.212 0.884 -0.956
H 0.964 2.164 -0.993
H -2.714 -0.057 -0.200
H -0.272 -1.488 -1.717
H -1.727 -1.134 -2.688
H -1.827 -2.408 -1.366